No. 1
110
Properties=species:S:1:pos:R:3:forces:R:3:mulliken_charge:R:1 method="wB97M-V/def2-TZVPD" gap_ev=7.17 max_force_ev_per_a=3.05 total_energy_ev=-83817.2318 relative_energy_kj_mol=0.0 homo_ev=-7.399
Ta 10.751728 10.823482 13.797009 -0.419 -0.290 -0.532 1.771
O 11.194979 8.875889 13.266965 -0.033 -0.240 0.450 0.819
C 11.959858 7.872813 13.618106 -1.413 1.123 -1.086 0.872
C 11.719840 6.647239 12.957263 1.191 -1.104 0.549 -0.764
C 12.503360 5.557076 13.336473 0.443 0.838 0.755 -0.814
C 13.526372 5.666299 14.365657 -1.991 1.061 -1.418 -0.933
C 13.729856 6.876846 14.925416 -0.119 1.400 -0.063 -1.200
C 12.983912 8.048501 14.526558 0.828 -2.227 0.879 0.396
C 13.336142 9.309037 15.020249 0.273 -0.086 -0.101 -0.510
N 12.723077 10.413465 14.744780 1.191 -0.041 0.565 0.507
C 13.429484 11.580763 15.241718 -0.692 2.003 0.035 -0.651
C 13.381047 12.602774 14.063735 0.921 -1.249 0.220 -0.965
N 12.017222 12.767435 13.613689 -0.383 0.516 0.121 0.734
C 11.665072 13.930217 13.192202 0.292 -0.039 0.890 -0.948
C 10.375809 14.287802 12.691500 -0.795 -0.854 -0.551 1.081
C 10.185722 15.574775 12.188291 0.593 0.854 0.298 -0.741
C 9.059869 16.008879 11.542673 -0.863 -1.142 -0.344 -0.970
C 8.043620 15.042993 11.354500 0.092 0.191 0.615 -0.487
C 8.175839 13.758483 11.894813 -0.130 0.756 -0.376 -0.738
C 9.318455 13.336769 12.575847 0.699 0.469 0.211 -0.402
O 9.350949 12.139338 13.130839 0.166 0.317 -0.277 0.145
H 10.969433 6.693555 12.162817 0.303 -0.480 0.341 0.219
H 12.419970 4.576631 12.917032 -0.412 -0.286 -0.533 0.458
H 14.111197 4.856239 14.683243 0.499 -1.175 0.147 0.546
H 14.492397 6.980328 15.681665 0.171 0.168 0.159 0.433
H 14.278942 9.313555 15.606584 -0.639 0.283 -0.199 0.303
H 14.438872 11.334176 15.621329 -0.371 0.245 -0.555 0.786
H 12.860693 12.079934 16.067651 0.361 -0.762 -0.469 -0.294
H 13.983673 12.190193 13.239691 -0.185 0.033 0.023 -0.112
H 13.820835 13.539562 14.332381 0.298 0.752 0.317 0.753
H 12.358091 14.785066 13.269763 0.089 -0.461 -0.124 0.132
H 10.953561 16.319797 12.359333 0.354 -0.154 -0.044 0.390
H 8.967832 17.018834 11.157302 0.000 -0.153 0.136 0.456
H 7.104938 15.359547 10.886814 0.347 -0.370 0.038 0.373
H 7.394364 13.035672 11.838175 -0.613 -0.297 -0.210 0.464
C 10.802142 14.502222 16.354721 -0.609 -0.167 1.137 -1.025
Si 9.841764 12.870935 16.584406 0.669 0.452 0.929 0.193
C 9.923100 12.496932 18.465497 0.187 -0.877 -0.185 -1.351
C 8.050974 13.020665 16.199510 -0.937 -0.300 -1.310 -0.916
N 10.597095 11.570006 15.742704 0.151 0.332 -0.213 0.965
C 10.459244 10.330035 16.359522 0.091 -1.293 0.618 0.092
C 11.166567 9.892942 17.517848 -0.609 0.465 -0.428 -1.238
C 10.944037 8.631159 18.019411 -0.112 -0.170 -1.375 -1.066
C 10.155844 7.731457 17.270480 0.766 0.402 -0.649 -1.061
C 9.588058 8.054735 16.033005 0.788 -0.113 2.941 -0.648
C 9.619183 9.397683 15.673328 0.181 0.462 -0.993 0.602
N 9.014534 9.892357 14.520962 -0.287 -0.120 -1.284 1.404
Si 7.542122 9.118093 13.881085 0.211 0.742 0.587 0.412
C 7.779168 7.320223 13.490157 0.076 -1.584 0.464 -1.239
C 6.229359 9.374355 15.196186 0.337 0.784 0.617 -1.306
C 6.886110 9.890173 12.312671 -0.821 -0.168 0.808 -0.187
H 10.688455 15.050437 17.325666 0.232 -0.433 -0.636 0.520
H 10.369324 15.171830 15.615666 0.356 -0.081 -0.411 0.245
H 11.866055 14.260711 16.222756 -0.252 0.385 -0.207 0.193
H 9.504994 11.481823 18.651925 0.247 0.611 -0.090 0.348
H 9.270653 13.174762 19.001428 -0.089 0.401 0.132 0.446
H 10.929457 12.515325 18.945286 -0.626 0.133 -0.451 0.269
H 7.614567 13.788781 16.820009 -0.357 0.225 0.282 0.582
H 7.489756 12.084043 16.298857 0.286 -0.052 0.674 0.124
H 7.775094 13.232458 15.148598 0.607 0.395 0.284 0.100
H 11.825415 10.567454 18.060298 -0.058 0.018 -0.308 0.471
H 11.560024 8.278083 18.820428 -0.109 -0.167 0.592 0.401
H 10.206251 6.710023 17.558871 -0.318 -0.791 0.305 0.452
H 9.135963 7.248556 15.508329 -0.366 -0.008 -0.595 0.229
H 7.670313 6.590575 14.351841 0.215 0.902 -0.892 0.368
H 8.784351 7.179413 13.039466 -0.508 -0.023 0.218 0.196
H 7.025115 6.992499 12.757901 0.235 0.190 0.062 0.501
H 6.563896 8.966938 16.166497 -0.271 0.009 -0.326 0.295
H 5.325391 8.888267 14.870572 -0.501 -0.425 0.050 0.449
H 5.951135 10.446002 15.380147 0.453 -0.790 -0.329 0.251
H 7.616644 10.497132 11.881301 1.170 1.266 -0.696 -0.810
H 6.033548 10.511157 12.599234 0.069 0.169 -0.078 0.344
H 6.543393 9.241613 11.522539 -0.076 -0.620 -0.037 0.507
C 10.803762 8.578637 9.445511 -0.896 1.474 1.054 -1.606
C 10.755412 10.119499 9.151952 -0.532 -0.319 0.918 2.419
C 9.262871 10.586986 9.365939 1.005 -0.351 -1.952 -1.628
C 11.120584 10.350045 7.707731 -0.253 0.104 -0.253 -2.048
Si 11.941027 11.033439 10.341848 -0.203 -1.308 0.644 -0.879
O 11.394960 10.914547 11.881493 -0.281 0.377 0.039 -0.673
C 12.243322 12.765121 9.814632 0.612 2.254 -0.769 1.175
C 11.199726 13.557456 9.273269 0.683 -0.648 -0.302 0.511
C 11.342541 14.878320 8.885335 0.311 -0.288 0.807 -0.703
C 12.577087 15.472958 9.127111 -0.974 1.609 -0.707 -0.526
C 13.640984 14.774382 9.625654 -0.558 -1.089 -0.080 -0.902
C 13.503794 13.425601 9.910276 -0.761 -1.080 0.938 -0.500
C 13.609077 10.162016 10.284063 0.941 -0.553 -0.588 0.195
C 14.245520 9.687847 11.432258 -1.054 0.341 1.136 0.276
C 15.453563 9.006522 11.398820 1.221 -0.048 -0.046 -0.497
C 16.224523 8.933780 10.212816 -2.360 -0.196 0.060 -1.036
C 15.570934 9.326782 9.024668 -0.139 0.125 1.378 -0.669
C 14.297172 9.879314 9.079124 -0.581 0.795 -0.429 -0.249
H 10.199109 8.144050 8.675594 -0.825 -0.580 -0.234 0.727
H 10.377279 8.407621 10.478969 0.543 -0.190 -1.121 -0.087
H 11.765604 8.131268 9.305251 0.845 -0.062 0.356 0.372
H 8.586978 9.818576 8.940127 0.187 0.248 0.484 0.521
H 9.050385 11.502003 8.797490 0.132 -0.139 0.053 0.304
H 9.064736 10.810501 10.372890 -0.472 -0.027 1.449 0.039
H 10.314387 9.989999 7.063487 -0.036 0.072 -0.138 0.486
H 12.018548 9.845038 7.406571 0.430 -0.436 -0.091 0.427
H 11.293396 11.399771 7.528860 -0.125 0.461 -0.342 0.334
H 10.296889 13.063671 9.007408 -0.870 -0.225 0.239 -0.100
H 10.471920 15.427515 8.526969 0.403 -0.053 -0.106 0.456
H 12.673157 16.539854 8.894319 0.154 -0.360 0.104 0.317
H 14.566233 15.243162 9.783309 1.130 0.621 0.125 0.539
H 14.357738 12.875673 10.323614 -0.238 0.145 -0.258 0.326
H 13.730405 9.868779 12.419249 0.624 -0.452 -1.142 0.156
H 15.810039 8.535963 12.331109 0.023 0.427 -0.527 0.405
H 17.158761 8.417175 10.186638 0.509 -0.089 0.043 0.391
H 16.005305 9.207517 8.061581 0.548 -0.141 -0.531 0.476
H 13.834564 10.171016 8.114755 0.387 -0.183 0.717 0.035

=====

No. 2
115
Properties=species:S:1:pos:R:3:forces:R:3:mulliken_charge:R:1 method="wB97M-V/def2-TZVPD" total_charge=+2 gap_ev=8.70 max_force_ev_per_a=1.51 total_energy_ev=-122181.1896 homo_ev=-12.468
Bi -0.212599 0.170132 0.272660 0.465 -0.195 -0.574 0.486
C 3.992791 -1.332185 -1.800901 -0.353 0.246 -0.118 -0.670
C 4.394059 -0.750102 -0.459230 -0.326 0.023 0.490 -0.955
S 3.019528 -0.954142 0.744631 0.451 0.066 0.022 0.317
C 3.495025 0.208060 2.066283 0.016 -0.362 -0.478 0.551
C 3.544617 1.672293 1.681117 -0.321 0.196 -0.011 -1.415
S 1.926177 2.337602 1.114849 0.586 0.198 -0.164 0.579
C 2.532383 3.386208 -0.276013 -0.063 -0.117 0.379 -0.835
C 1.451145 3.707782 -1.285260 -0.131 -0.382 -0.203 -0.991
S 0.825352 2.265529 -2.209568 0.299 0.466 -0.138 0.312
C 2.083627 1.995847 -3.511801 -0.304 -0.129 0.477 -1.163
C 3.187277 1.027155 -3.134757 0.056 -0.516 0.186 -0.791
S 2.499569 -0.560171 -2.514229 0.196 0.128 -0.250 0.270
H 3.729159 -2.384710 -1.692054 0.078 -0.037 -0.050 0.071
H 4.813331 -1.244585 -2.515567 -0.047 -0.088 0.028 0.667
H 4.620428 0.311793 -0.543960 0.064 0.017 -0.067 0.266
H 5.277714 -1.268404 -0.080259 -0.027 0.060 -0.021 0.506
H 4.468988 -0.098055 2.453345 -0.070 0.064 0.152 0.814
H 2.735766 0.052427 2.827126 0.084 -0.040 0.171 -1.069
H 4.269699 1.848928 0.888585 0.001 0.062 0.029 0.614
H 3.842604 2.253073 2.555038 0.089 0.017 -0.063 0.590
H 3.362944 2.862501 -0.746415 -0.004 -0.006 0.004 0.244
H 2.906222 4.315741 0.157047 0.032 -0.037 -0.025 0.497
H 1.820691 4.431661 -2.014936 -0.082 0.036 0.117 0.652
H 0.572336 4.116941 -0.786354 -0.016 0.126 -0.072 0.292
H 2.495187 2.969183 -3.784772 -0.051 -0.079 -0.085 0.450
H 1.515203 1.600534 -4.353744 0.043 0.103 -0.074 0.465
H 3.829323 1.438175 -2.355407 0.029 0.044 -0.082 0.228
H 3.781498 0.813140 -4.025080 0.098 0.056 0.098 0.512
N -2.286566 -0.976435 0.339986 0.093 -0.246 0.122 -0.278
C -3.251266 -0.475391 -0.629407 -0.307 0.015 -0.451 -0.601
C -2.623393 -0.658660 -2.010971 -0.573 -0.027 0.206 -0.404
N -1.279356 -0.095451 -2.006253 0.138 0.231 -0.088 -0.536
H -1.959477 -1.905940 0.038640 -0.268 0.117 0.311 -0.179
H -2.641098 -0.984730 1.288957 -0.045 -0.098 0.002 0.279
H -3.446909 0.579225 -0.422693 -0.065 -0.097 -0.033 0.175
H -4.189777 -1.035057 -0.582356 0.011 0.104 0.009 0.585
H -3.256651 -0.196375 -2.769099 0.020 -0.075 -0.019 0.622
H -2.564160 -1.728062 -2.218736 -0.041 0.079 -0.120 -0.106
H -1.227382 0.807633 -2.459427 -0.043 -0.065 -0.192 0.202
H -0.599779 -0.713501 -2.430788 0.076 0.003 -0.183 0.067
C 0.648158 3.015254 5.019940 0.336 0.051 -0.057 -0.376
O -0.752528 2.968273 5.215627 -0.458 -0.264 0.447 -0.377
C -1.197261 2.060699 6.167322 0.098 0.079 -0.014 0.698
C -1.528838 2.557804 7.421760 0.020 -0.051 -0.107 -0.507
C -1.998807 1.728999 8.420924 0.061 0.081 -0.032 -0.641
C -2.132622 0.373292 8.171096 0.047 -0.065 -0.064 -0.745
C -1.828576 -0.128424 6.921622 -0.049 0.110 0.014 -1.079
C -1.376095 0.698780 5.891219 -0.101 0.347 0.185 0.185
N -1.073598 0.044978 4.680159 -0.098 -0.259 -0.221 0.274
C -0.968258 0.447106 3.388554 -0.233 -0.445 0.482 -0.002
N -1.545578 1.612403 3.081442 -0.170 0.446 0.811 0.087
C -1.854554 2.314063 1.918622 -0.146 0.232 -0.385 -1.208
C -1.469084 1.977849 0.631789 0.042 -0.025 0.326 1.225
C -1.901635 2.782796 -0.420021 -0.069 0.054 -0.092 -0.816
C -2.711130 3.879324 -0.205493 0.112 -0.063 -0.096 -1.341
C -3.093660 4.224604 1.081055 0.083 -0.034 0.237 -0.563
C -2.659246 3.464049 2.152272 0.046 -0.033 -0.108 1.121
O -2.947331 3.724872 3.451053 0.195 -0.419 -0.381 -0.385
C -3.601676 4.935451 3.781582 -0.177 0.282 0.190 -1.050
N -0.411625 -0.369401 2.502926 0.027 0.633 0.119 0.776
C 0.229559 -1.570918 2.912348 0.094 -0.120 0.309 0.299
C -0.057690 -2.745703 2.228762 0.029 0.141 0.196 0.768
C 0.530915 -3.949778 2.565629 0.007 -0.043 -0.031 -0.691
C 1.429782 -3.999274 3.611950 -0.051 0.014 -0.131 -1.082
C 1.756386 -2.842339 4.294988 0.123 0.160 0.157 -1.029
C 1.180573 -1.625063 3.953023 0.110 0.278 0.056 -0.148
O 1.486968 -0.439550 4.572476 -0.088 -0.417 -0.525 0.703
C 2.325724 -0.475271 5.709989 0.212 0.052 0.253 -1.341
H 0.816343 3.764278 4.248315 0.071 -0.027 0.007 0.236
H 1.037812 2.050775 4.680829 0.010 -0.021 0.001 -0.145
H 1.155752 3.318715 5.939406 -0.007 -0.035 -0.018 0.366
H -1.397087 3.615491 7.590833 0.011 0.116 0.005 0.524
H -2.245013 2.138320 9.386864 -0.029 0.030 0.115 0.458
H -2.473499 -0.293436 8.947152 -0.062 -0.070 0.050 0.430
H -1.952913 -1.184238 6.724768 -0.022 -0.111 -0.041 0.506
H -0.879975 -0.940280 4.815703 0.113 0.233 -0.118 0.519
H -1.789642 2.187645 3.893721 0.082 -0.311 -0.158 0.144
H -1.592289 2.555324 -1.425049 -0.075 0.042 -0.208 0.590
H -3.042824 4.481464 -1.036341 -0.037 0.057 -0.110 0.518
H -3.719240 5.087479 1.236498 -0.071 0.085 0.075 0.534
H -3.595159 4.977115 4.868628 -0.060 0.028 -0.076 0.284
H -4.632561 4.942545 3.419856 0.042 -0.031 0.004 0.355
H -3.067982 5.803204 3.387133 0.037 -0.074 -0.031 0.438
H -0.742590 -2.705401 1.404426 -0.128 -0.077 -0.071 -0.153
H 0.282717 -4.844745 2.017465 -0.027 -0.075 -0.084 0.422
H 1.893471 -4.931351 3.889971 0.062 -0.109 0.064 0.474
H 2.479439 -2.899386 5.092341 0.066 0.072 0.079 0.519
H 2.277018 0.524345 6.135970 0.038 -0.048 0.065 0.251
H 3.362123 -0.700200 5.442169 -0.050 -0.061 -0.010 0.353
H 1.967474 -1.201832 6.442161 0.020 0.049 0.020 0.416
O -0.586144 -2.748465 -0.754848 0.242 0.453 0.108 -0.151
S -0.552402 -3.617948 -1.978002 0.135 -1.479 0.279 0.035
C 0.855686 -4.735846 -1.745679 -0.355 0.466 -0.393 0.497
C 1.962236 -4.467615 -2.534997 -0.069 0.068 -0.064 -0.572
C 3.095316 -5.252815 -2.410558 0.078 -0.007 -0.005 -0.631
C 3.115506 -6.292273 -1.494842 0.039 0.042 -0.052 -0.525
C 2.001154 -6.555968 -0.714415 -0.120 0.036 0.078 -0.832
C 0.861459 -5.778333 -0.838100 -0.099 -0.103 0.145 -0.321
C -1.917910 -4.775217 -1.699400 0.191 0.341 -0.333 0.571
C -2.461887 -4.901209 -0.434129 0.160 0.179 0.119 0.222
C -3.583497 -5.688931 -0.249981 0.008 0.014 0.006 -1.083
C -4.161376 -6.329351 -1.334114 -0.007 -0.049 0.002 -0.541
C -3.600337 -6.212283 -2.596961 0.000 -0.032 0.013 -0.722
C -2.472338 -5.430686 -2.784685 0.086 0.033 -0.033 -0.722
H 1.925791 -3.655380 -3.245903 0.036 0.102 -0.147 0.545
H 3.952578 -5.064639 -3.038649 0.090 0.029 -0.041 0.460
H 3.997081 -6.906137 -1.397128 0.080 -0.080 -0.006 0.446
H 2.011834 -7.380266 -0.018883 0.003 -0.080 0.085 0.451
H -0.016314 -5.995447 -0.247381 -0.057 -0.059 0.036 0.558
H -2.004892 -4.385813 0.397528 0.010 0.069 0.105 0.392
H -4.002464 -5.791504 0.738943 -0.085 -0.037 0.074 0.473
H -5.052297 -6.919488 -1.190505 -0.082 -0.102 -0.017 0.435
H -4.047227 -6.721505 -3.435760 -0.042 -0.046 -0.096 0.431
H -2.024470 -5.324124 -3.760409 -0.015 -0.002 -0.202 0.470